[1]
Formula: C49H126N6O16
Source: the OMol25 dataset
Level of theory: ωB97M-V/def2-TZVPD

Computed properties:
LUMO level (spin up / spin down) = -2.1 / -7.2 eV
Molecular weight = 1055.6 g/mol
Relative energy (zero: lowest compared OMol25 entry of this formula, charge and spin) = 0.0 kcal per mole

```
! wB97M-V def2-TZVPD RIJCOSX def2/J DEFGRID3
* xyz 1 2
O -11.526 -51.450 13.145
O -6.299 -40.956 11.847
O -10.517 -39.212 13.958
O -15.121 -45.021 9.526
O -5.916 -43.583 14.730
O -14.909 -50.576 7.631
O -7.613 -35.940 16.145
O -13.870 -42.588 10.189
O -9.563 -46.149 16.155
O -11.126 -47.464 7.209
O -15.131 -41.621 17.586
O -11.433 -46.098 12.180
O -8.635 -44.154 9.494
O -14.498 -41.663 12.638
O -7.478 -47.903 10.351
O -9.902 -38.802 8.404
N -7.649 -38.765 10.460
N -11.520 -42.630 13.156
N -6.953 -38.288 18.987
N -8.425 -43.464 16.235
N -6.397 -45.259 10.729
N -14.103 -47.737 8.177
C -6.931 -38.449 11.650
C -7.330 -44.354 11.394
C -6.407 -42.338 15.304
C -5.913 -46.335 11.664
C -11.694 -50.092 12.760
C -10.320 -39.321 7.150
C -7.259 -38.932 16.726
C -7.872 -36.599 17.443
C -11.130 -40.480 14.155
C -9.744 -39.726 9.496
C -11.371 -38.119 14.409
C -15.602 -40.802 12.709
C -14.014 -42.450 17.535
C -15.759 -40.489 14.181
C -11.214 -43.627 12.083
C -9.844 -43.642 16.179
C -12.078 -46.372 7.348
C -13.752 -42.672 16.063
C -15.369 -49.509 6.830
C -7.920 -43.343 10.353
C -10.205 -45.009 16.760
C -13.941 -41.791 9.067
C -9.760 -47.112 7.482
C -13.577 -46.889 7.107
C -4.613 -43.528 14.378
C -6.661 -39.742 12.495
C -10.687 -41.472 13.032
C -9.041 -38.968 10.648
C -14.207 -43.661 18.378
C -12.099 -44.838 12.250
C -15.153 -51.840 6.934
C -7.690 -49.224 10.143
C -11.192 -46.618 10.880
C -13.203 -42.632 7.947
C -16.398 -44.190 11.364
C -12.930 -50.059 11.837
C -8.613 -34.973 15.850
C -11.913 -49.301 14.045
C -15.413 -48.239 7.756
C -7.920 -42.469 15.310
C -15.157 -39.583 11.957
C -4.976 -40.982 11.201
C -15.898 -46.582 11.194
C -6.883 -37.750 17.653
C -15.415 -41.483 8.584
C -9.227 -43.453 8.391
C -9.984 -46.314 14.770
C -16.211 -45.347 10.372
C -6.933 -47.493 11.647
H -8.350 -34.485 14.911
H -9.674 -46.485 8.370
H -13.249 -44.169 18.490
H -14.528 -39.809 11.096
H -9.554 -38.015 10.779
H -5.978 -42.247 16.302
H -8.010 -44.364 16.043
H -9.447 -45.672 14.072
H -11.635 -38.226 15.461
H -16.420 -39.639 14.350
H -13.205 -41.876 17.985
H -10.066 -45.068 17.840
H -11.024 -46.046 14.589
H -12.508 -42.426 13.212
H -10.426 -38.532 6.405
H -6.568 -48.387 12.151
H -7.811 -38.719 19.300
H -16.001 -47.458 7.273
H -8.175 -44.910 11.801
H -15.539 -44.028 12.015
H -12.862 -43.281 15.899
H -4.500 -43.030 13.415
H -17.159 -45.476 9.850
H -13.414 -48.471 8.258
H -11.274 -45.197 16.665
H -9.420 -46.417 6.714
H -16.502 -41.305 12.353
H -11.405 -43.165 11.115
H -12.140 -42.604 8.186
H -4.236 -44.546 14.273
H -12.916 -44.843 11.528
H -15.875 -42.421 8.275
H -7.566 -40.033 13.028
H -13.315 -42.195 6.954
H -10.896 -37.137 14.399
H -8.544 -43.070 7.633
H -13.395 -40.856 9.195
H -4.766 -42.024 10.958
H -3.981 -43.069 15.139
H -7.815 -35.895 18.273
H -10.793 -41.081 12.020
H -7.816 -47.328 12.264
H -8.641 -34.189 16.607
H -7.397 -37.664 12.246
H -9.645 -41.721 13.235
H -12.539 -44.844 13.248
H -14.355 -41.889 11.716
H -10.650 -47.560 10.964
H -11.968 -48.259 13.730
H -17.181 -44.487 12.061
H -16.059 -41.057 9.353
H -12.185 -40.280 13.970
H -9.588 -40.053 6.811
H -12.311 -38.064 13.860
H -9.046 -47.935 7.520
H -12.120 -46.820 10.346
H -14.892 -44.436 18.036
H -14.427 -39.010 12.529
H -13.564 -47.403 6.145
H -16.429 -49.668 6.629
H -14.545 -51.994 6.042
H -14.041 -43.472 9.855
H -13.090 -48.992 11.683
H -6.782 -49.752 10.434
H -14.557 -43.418 19.381
H -8.867 -36.994 17.647
H -5.964 -39.493 13.296
H -9.913 -42.646 8.646
H -11.881 -45.637 6.568
H -15.240 -41.266 18.471
H -15.587 -47.473 10.649
H -13.562 -41.751 15.511
H -7.114 -42.796 9.865
H -5.800 -45.922 12.666
H -4.929 -46.724 11.399
H -6.860 -43.837 12.231
H -11.125 -49.464 14.781
H -4.925 -40.513 10.219
H -14.190 -46.002 6.947
H -5.845 -37.460 17.489
H -14.783 -45.846 9.170
H -6.730 -39.835 17.034
H -6.949 -45.571 9.943
H -15.074 -46.356 11.872
H -10.327 -42.889 16.803
H -8.284 -41.472 15.559
H -16.723 -46.896 11.833
H -9.802 -47.340 14.451
H -13.577 -43.647 7.815
H -12.880 -50.527 10.854
H -8.336 -39.077 16.640
H -4.188 -40.657 11.881
H -15.945 -38.879 11.687
H -12.874 -49.619 14.451
H -14.968 -52.695 7.584
H -9.185 -39.422 11.629
H -14.826 -40.215 14.674
H -10.539 -45.940 10.331
H -16.050 -48.500 8.602
H -10.832 -51.424 13.807
H -8.553 -42.621 10.868
H -13.822 -50.473 12.308
H -11.304 -39.782 7.233
H -7.105 -39.540 10.107
H -8.512 -49.567 10.770
H -6.093 -41.540 14.631
H -15.320 -40.759 7.775
H -6.945 -38.600 15.737
H -10.180 -43.945 12.223
H -7.885 -49.391 9.083
H -10.944 -40.818 15.174
H -9.114 -40.543 9.145
H -9.886 -44.131 7.850
H -14.573 -43.167 15.543
H -6.671 -37.608 19.679
H -10.820 -49.707 12.235
H -9.627 -35.371 15.809
H -16.219 -51.903 6.718
H -11.987 -45.783 8.260
H -16.769 -43.270 10.912
H -16.308 -41.257 14.726
H -5.954 -38.045 11.386
H -14.796 -49.379 5.912
H -10.180 -43.540 15.148
H -10.629 -40.301 9.768
H -8.366 -42.632 14.329
*
```

---

[2]
Formula: C21H30N5O2PdS3
Source: the OMol25 dataset
Level of theory: ωB97M-V/def2-TZVPD

Computed properties:
LUMO level (spin up / spin down) = -10.3 / -12.8 eV
Molecular weight = 587.1 g/mol
Relative energy (zero: lowest compared OMol25 entry of this formula, charge and spin) = 4.1 kcal per mole

```
! wB97M-V def2-TZVPD RIJCOSX def2/J DEFGRID3
* xyz 3 5
Pd -0.575 -0.164 0.342
S -3.129 -1.425 -3.488
S -0.762 -0.627 -2.079
S -1.390 -3.164 1.094
O 1.019 1.160 0.004
O -1.420 -1.692 1.605
N -3.315 -0.201 -1.153
N -2.682 0.249 -0.093
N 0.808 3.263 -0.847
N 2.906 2.277 -0.493
N -1.375 1.207 1.993
C 1.197 4.680 -0.811
C 3.834 -3.729 -1.919
C -3.433 1.972 3.009
C 0.118 -3.271 0.176
C 3.687 3.243 -1.278
C -0.957 -4.120 2.529
C -2.497 -0.696 -2.094
C -1.356 2.251 4.139
C 0.170 -4.058 -0.966
C -2.728 1.373 1.968
C 3.714 1.242 0.156
C 1.372 -4.171 -1.654
C 2.524 -3.522 -1.213
C -4.885 -1.596 -3.235
C -0.589 3.015 -1.155
C -0.712 1.631 3.041
C -3.395 0.908 0.803
C 2.433 -2.714 -0.077
C 1.577 2.229 -0.439
C -2.723 2.411 4.126
C 1.243 -2.584 0.624
H -0.040 -3.727 2.964
H -1.193 2.882 -0.253
H 3.997 4.103 -0.689
H 4.339 1.688 0.930
H -4.454 1.092 0.642
H 3.073 0.491 0.601
H -0.695 2.128 -1.783
H -0.828 -5.151 2.197
H -1.787 -4.060 3.232
H -0.765 2.591 4.978
H 3.134 3.573 -2.151
H -3.238 2.872 4.958
H -0.707 -4.597 -1.306
H 3.322 -2.215 0.289
H 3.814 -3.290 -2.918
H -5.088 -2.644 -3.005
H 2.042 4.832 -0.150
H 1.430 5.069 -1.800
H 1.234 -2.059 1.575
H 0.361 1.488 3.035
H -4.507 2.089 2.946
H 0.359 5.248 -0.410
H -0.975 3.867 -1.709
H -5.343 -1.345 -4.193
H 1.417 -4.791 -2.541
H -5.224 -0.940 -2.439
H 4.032 -4.793 -2.047
H 4.662 -3.290 -1.367
H 4.364 0.776 -0.584
H 4.586 2.735 -1.619
*
```